[1]
{"formula": "C40H54Ge2InN4O2", "method": "ωB97M-V/def2-TZVPD", "species": ["In", "C", "C", "C", "C", "C", "N", "C", "C", "C", "N", "C", "C", "C", "C", "C", "C", "C", "C", "N", "C", "C", "C", "N", "C", "C", "C", "C", "O", "C", "O", "H", "H", "H", "H", "H", "H", "H", "H", "H", "H", "H", "H", "H", "H", "H", "H", "H", "H", "H", "H", "H", "H", "H", "H", "H", "H", "H", "H", "C", "C", "Ge", "C", "C", "C", "C", "Ge", "C", "C", "C", "C", "C", "C", "C", "C", "C", "C", "H", "H", "H", "H", "H", "H", "H", "H", "H", "H", "H", "H", "H", "H", "H", "H", "H", "H", "H", "H", "H", "H", "H", "H", "H", "H"], "positions_angstrom": [[0.2264, 1.1160, 0.2729], [-5.5852, -0.6783, 4.4438], [-4.3135, -0.6177, 3.6386], [-3.6996, -1.7326, 3.1372], [-2.4550, -1.6724, 2.4513], [-1.7147, -2.8039, 2.0580], [-2.1304, -4.0111, 1.7717], [-3.5071, -4.4764, 1.5396], [-3.6085, -5.3142, 0.2649], [-3.5119, -4.5156, -1.0354], [-2.1401, -4.0318, -1.2671], [-1.7316, -2.8160, -1.5177], [-2.4759, -1.6790, -1.8998], [-3.6958, -1.7369, -2.6256], [-4.3030, -0.6163, -3.1275], [-5.5450, -0.6737, -3.9787], [-3.6869, 0.6130, -2.8407], [-2.5086, 0.7387, -2.1257], [-2.0180, 2.0825, -1.8761], [-1.0384, 2.4286, -1.1325], [-0.7980, 3.8798, -0.9820], [-1.4478, 4.4161, 0.2876], [-0.7908, 3.8841, 1.5546], [-1.0329, 2.4349, 1.7029], [-1.9889, 2.0880, 2.4746], [-2.4847, 0.7424, 2.7109], [-3.6809, 0.6143, 3.3903], [-1.7906, -0.4165, 2.2571], [-0.6331, -0.3495, 1.7145], [-1.8301, -0.4217, -1.6591], [-0.6991, -0.3657, -1.0586], [-6.0028, -1.6836, 4.4525], [-6.3397, -0.0017, 4.0410], [-5.4021, -0.3844, 5.4782], [-4.1434, -2.6973, 3.3500], [-0.6431, -2.6547, 1.9587], [-1.4125, -4.7142, 1.6547], [-4.1462, -3.6003, 1.4514], [-3.8426, -5.0586, 2.3973], [-4.5877, -5.7950, 0.2737], [-2.8761, -6.1296, 0.2750], [-4.1708, -3.6525, -0.9842], [-3.8215, -5.1338, -1.8775], [-1.4165, -4.7296, -1.1514], [-0.6620, -2.6622, -1.4030], [-4.1260, -2.7017, -2.8653], [-5.9710, -1.6753, -3.9929], [-5.3197, -0.3930, -5.0083], [-6.3082, 0.0134, -3.6123], [-4.1633, 1.5199, -3.2053], [-2.5847, 2.8755, -2.3730], [-1.1736, 4.4217, -1.8514], [0.2816, 4.0393, -0.9359], [-2.5071, 4.1440, 0.2913], [-1.3902, 5.5053, 0.2845], [-1.1619, 4.4275, 2.4250], [0.2889, 4.0442, 1.5033], [-2.5357, 2.8767, 2.9988], [-4.1623, 1.5183, 3.7560], [3.3938, -1.3058, 3.7121], [2.1379, -0.9680, 2.8918], [2.4155, 0.7126, 1.9720], [2.2146, 2.3645, 2.9766], [3.3215, 2.4817, 4.0373], [3.9878, 0.7091, 0.8811], [4.1223, 0.7755, -0.4316], [2.6022, 0.7748, -1.6386], [2.0766, 2.4113, -2.5448], [2.8134, 2.6404, -3.8758], [2.0056, -0.9029, -2.4181], [2.9393, -1.4337, -3.5192], [5.4056, 0.8531, -1.1741], [5.3993, 0.7897, -2.5653], [6.5650, 0.8515, -3.3119], [7.7777, 0.9842, -2.6552], [7.8085, 1.0598, -1.2664], [6.6371, 0.9976, -0.5322], [3.2603, -2.2664, 4.2101], [3.5907, -0.5666, 4.4878], [4.2837, -1.3868, 3.0863], [1.2497, -0.8669, 3.5132], [1.9439, -1.7293, 2.1360], [1.2242, 2.3705, 3.4335], [2.2710, 3.1867, 2.2627], [3.2740, 1.6774, 4.7707], [3.2079, 3.4200, 4.5799], [4.3166, 2.4819, 3.5913], [4.8967, 0.6774, 1.4883], [2.2483, 3.2382, -1.8548], [1.0014, 2.3181, -2.7115], [3.8756, 2.8154, -3.7234], [2.4004, 3.5218, -4.3654], [2.6950, 1.8019, -4.5640], [1.0061, -0.7042, -2.8025], [1.9186, -1.6168, -1.5983], [3.0237, -0.7397, -4.3561], [2.5334, -2.3653, -3.9147], [3.9398, -1.6444, -3.1468], [4.4630, 0.6810, -3.1147], [6.5304, 0.7956, -4.3919], [8.6979, 1.0333, -3.2224], [8.7542, 1.1720, -0.7531], [6.6899, 1.0724, 0.5467]], "forces_ev_per_a": [[-0.86, -0.44, 0.15], [0.07, 0.01, -0.04], [-0.09, 0.08, 0.04], [0.07, -0.10, -0.01], [-0.07, -0.05, 0.01], [0.02, 0.02, 0.00], [-0.13, -0.06, 0.03], [0.05, 0.02, -0.08], [0.09, 0.02, 0.00], [0.06, 0.00, 0.06], [-0.13, -0.04, 0.00], [0.00, 0.01, -0.02], [-0.04, -0.03, -0.01], [0.09, -0.11, 0.04], [-0.09, 0.07, -0.04], [0.07, 0.01, 0.06], [-0.11, 0.08, -0.05], [0.00, 0.14, 0.04], [-0.09, -0.05, -0.06], [0.31, 0.24, 0.09], [-0.09, -0.05, 0.02], [0.03, -0.12, -0.01], [-0.07, -0.06, 0.00], [0.30, 0.23, -0.08], [-0.09, -0.06, 0.07], [0.01, 0.13, -0.05], [-0.12, 0.06, 0.05], [0.08, 0.08, 0.02], [0.03, -0.10, -0.17], [0.04, 0.05, -0.02], [0.08, -0.11, 0.13], [0.01, 0.01, -0.01], [0.01, -0.01, -0.01], [0.01, 0.00, 0.00], [0.02, 0.01, 0.00], [0.01, -0.02, 0.05], [-0.01, 0.00, -0.03], [0.02, 0.03, 0.02], [0.01, -0.01, 0.03], [0.02, -0.03, -0.01], [-0.04, 0.00, 0.00], [0.01, 0.05, -0.02], [0.01, 0.00, -0.03], [-0.01, 0.00, 0.03], [0.00, -0.02, -0.05], [0.03, 0.01, 0.00], [0.01, 0.01, 0.01], [0.00, 0.00, 0.00], [0.02, -0.01, 0.01], [0.02, -0.03, 0.00], [0.01, -0.01, -0.02], [-0.02, -0.06, -0.06], [-0.01, 0.03, -0.04], [-0.02, 0.10, 0.00], [0.06, -0.01, 0.00], [-0.02, -0.06, 0.06], [-0.01, 0.02, 0.04], [-0.01, 0.00, 0.02], [0.02, -0.03, -0.01], [-0.06, -0.08, -0.01], [-0.03, 0.00, 0.04], [-0.03, 0.19, -0.69], [-0.01, -0.06, 0.09], [-0.07, 0.08, -0.01], [0.40, -0.03, 0.80], [0.26, 0.08, -0.73], [-0.02, 0.09, 0.36], [0.03, -0.06, -0.04], [-0.10, 0.08, 0.01], [0.05, 0.06, -0.06], [-0.10, -0.07, 0.03], [0.06, -0.02, 0.12], [-0.08, -0.02, -0.01], [0.03, 0.00, 0.02], [0.03, 0.01, 0.00], [-0.02, 0.00, 0.03], [0.05, 0.02, 0.04], [0.02, 0.01, 0.00], [-0.01, 0.00, -0.01], [-0.02, 0.00, -0.01], [0.01, -0.09, 0.05], [-0.02, -0.06, 0.03], [0.01, 0.06, 0.04], [0.03, 0.06, 0.04], [-0.02, 0.00, -0.01], [0.03, 0.00, 0.01], [-0.01, -0.01, -0.01], [0.01, 0.00, -0.12], [0.02, 0.04, -0.04], [0.01, 0.07, -0.06], [0.02, 0.01, 0.01], [0.01, 0.00, -0.02], [0.00, -0.01, 0.02], [-0.02, -0.09, -0.04], [-0.02, -0.06, 0.00], [0.00, 0.00, 0.01], [0.01, 0.02, -0.01], [0.02, 0.01, 0.02], [-0.01, -0.04, -0.03], [-0.02, 0.00, 0.02], [-0.02, 0.00, 0.02], [-0.01, 0.00, -0.02], [0.01, -0.01, -0.04]], "mulliken_charge": [1.015, -1.661, -0.136, -0.743, 0.433, -0.449, 0.046, -0.563, -1.501, -0.558, 0.053, -0.369, 0.525, -1.013, -0.052, -1.582, -0.829, 0.863, -0.620, 0.068, -1.048, -0.625, -0.980, 0.179, -0.640, 0.889, -0.698, -0.216, -0.196, -0.019, -0.171, 0.381, 0.392, 0.364, 0.655, 0.643, 0.375, 0.481, 0.350, 0.446, 0.497, 0.478, 0.348, 0.379, 0.594, 0.656, 0.377, 0.360, 0.391, 0.546, 0.492, 0.730, 0.083, 0.328, 0.505, 0.694, 0.089, 0.498, 0.547, -1.424, -0.101, -0.456, -0.126, -1.372, -1.218, 1.626, -0.209, 0.175, -1.448, 0.205, -1.410, 0.703, -0.078, -1.515, -0.519, -0.778, -0.722, 0.416, 0.308, 0.326, 0.377, 0.270, 0.352, 0.265, 0.310, 0.414, 0.332, 0.469, 0.341, 0.220, 0.390, 0.457, 0.301, 0.188, 0.375, 0.289, 0.430, 0.376, 0.643, 0.449, 0.438, 0.429, 0.418], "gap_ev": 6.81, "charge": 3, "e_lumo_ev": -8.32, "e_homo_ev": -15.13, "total_energy_ha": -6269.2211}



[2]
{"formula": "C40H55BCdN8O3", "method": "ωB97M-V/def2-TZVPD", "species": ["Cd", "C", "C", "C", "C", "C", "C", "C", "C", "C", "C", "C", "C", "C", "C", "C", "C", "N", "C", "C", "C", "N", "C", "C", "C", "N", "C", "C", "C", "C", "C", "C", "C", "C", "C", "C", "C", "C", "N", "C", "C", "H", "H", "H", "H", "H", "H", "H", "H", "H", "H", "H", "H", "H", "H", "H", "H", "H", "H", "H", "H", "H", "H", "H", "H", "H", "H", "H", "H", "H", "H", "H", "H", "H", "H", "H", "H", "H", "H", "H", "H", "H", "H", "H", "H", "N", "C", "C", "O", "O", "H", "H", "H", "H", "B", "C", "N", "H", "H", "H", "N", "C", "N", "O", "H", "H", "H", "H"], "positions_angstrom": [[-0.0574, -0.2995, -0.0374], [0.7376, 0.7091, 6.4605], [0.5295, -0.5596, 5.6240], [-0.2077, -0.2859, 4.3500], [-1.5493, -0.3602, 4.1224], [-2.6379, -0.6758, 5.1001], [-3.3498, 0.5932, 5.5885], [-1.7449, -0.0433, 2.7147], [-2.9771, -0.0552, 2.0603], [-3.1972, 0.1421, 0.6958], [-4.4855, 0.0203, 0.0266], [-5.7904, -0.2652, 0.7016], [-6.3801, 0.9828, 1.3711], [-4.2488, 0.2233, -1.3004], [-2.8226, 0.4933, -1.4229], [-2.1625, 0.7583, -2.6246], [-0.8004, 0.9881, -2.8161], [0.1204, 1.1115, -1.8323], [1.3199, 1.3012, -2.4209], [2.5403, 1.3827, -1.7482], [2.7627, 1.1557, -0.3900], [1.8016, 0.8723, 0.5182], [2.4094, 0.6644, 1.7079], [1.7646, 0.3206, 2.8953], [0.3996, 0.0970, 3.0820], [-0.5557, 0.2335, 2.1370], [3.8472, 0.8365, 1.5633], [4.0677, 1.1382, 0.2542], [5.3761, 1.4098, -0.4202], [5.6126, 2.9122, -0.6238], [4.8566, 0.5851, 2.6392], [5.1994, -0.9103, 2.7129], [1.1642, 1.3326, -3.8681], [-0.1564, 1.1198, -4.1177], [-0.8332, 0.9890, -5.4470], [-1.2524, 2.3519, -6.0129], [2.2762, 1.5065, -4.8524], [2.7255, 2.9694, -4.9671], [-2.2380, 0.4400, -0.2062], [-5.2238, 0.1474, -2.4332], [-5.8434, 1.5084, -2.7731], [1.2991, 0.4953, 7.3745], [-0.2261, 1.1383, 6.7408], [1.2827, 1.4552, 5.8807], [-0.0261, -1.2926, 6.2157], [1.4987, -1.0048, 5.3891], [-2.2185, -1.2052, 5.9602], [-3.3718, -1.3381, 4.6325], [-2.6430, 1.2537, 6.0932], [-4.1610, 0.3539, 6.2823], [-3.7642, 1.1384, 4.7397], [-3.8442, -0.3022, 2.6641], [-5.6488, -1.0406, 1.4596], [-6.5048, -0.6499, -0.0313], [-5.6751, 1.3859, 2.0994], [-7.3184, 0.7510, 1.8835], [-6.5725, 1.7586, 0.6282], [-2.7722, 0.7297, -3.5200], [3.4206, 1.5433, -2.3609], [2.3957, 0.1712, 3.7638], [5.3937, 0.9091, -1.3928], [6.1925, 0.9934, 0.1762], [4.8043, 3.3382, -1.2192], [6.5619, 3.1036, -1.1330], [5.6259, 3.4251, 0.3395], [4.4612, 0.9157, 3.6032], [5.7658, 1.1641, 2.4495], [4.2871, -1.5004, 2.8143], [5.8620, -1.1281, 3.5557], [5.6909, -1.2252, 1.7905], [-1.7088, 0.3468, -5.3419], [-0.1586, 0.4959, -6.1520], [-1.8974, 2.8705, -5.3015], [-1.7908, 2.2443, -6.9589], [-0.3721, 2.9749, -6.1829], [1.9570, 1.1489, -5.8351], [3.1254, 0.8922, -4.5399], [1.8973, 3.5986, -5.2979], [3.5479, 3.0773, -5.6805], [3.0560, 3.3375, -3.9950], [-6.0219, -0.5537, -2.1743], [-4.7161, -0.2560, -3.3115], [-6.4123, 1.8893, -1.9224], [-6.5187, 1.4292, -3.6297], [-5.0628, 2.2334, -3.0081], [-1.3363, -2.9123, 1.3730], [-0.3498, -3.5371, 2.2382], [1.1001, -3.1821, 1.8338], [1.9970, -3.8924, 2.3208], [1.2637, -2.2112, 1.0396], [-2.2735, -3.2349, 1.5762], [-1.1357, -3.1182, 0.4013], [-0.4010, -4.6342, 2.2595], [-0.4935, -3.1799, 3.2641], [-1.9708, -3.2652, -3.4089], [-1.1860, -2.4716, -2.3011], [-0.6529, -1.8900, -1.4589], [-1.2405, -3.4651, -4.3596], [-2.3508, -4.3161, -2.9239], [-2.9274, -2.5797, -3.7371], [3.5809, -2.4585, -0.3928], [3.6304, -2.4730, -1.7406], [4.8220, -3.0415, -2.2676], [2.7780, -2.0500, -2.4968], [4.1858, -3.0849, 0.1085], [2.6690, -2.2510, 0.0921], [5.6534, -2.8379, -1.7336], [4.9219, -2.8201, -3.2452]], "forces_ev_per_a": [[0.06, -0.20, 0.65], [0.03, -0.13, -0.01], [-0.06, 0.21, -0.03], [-0.09, -0.10, -0.03], [0.07, -0.05, 0.02], [0.04, 0.20, -0.04], [-0.01, -0.12, -0.01], [-0.09, 0.11, 0.10], [0.17, -0.04, -0.09], [-0.09, 0.08, 0.04], [0.00, -0.03, -0.12], [0.07, 0.17, 0.00], [-0.01, -0.11, 0.00], [-0.04, -0.10, 0.10], [-0.10, 0.19, 0.00], [0.10, -0.11, 0.08], [-0.08, 0.22, -0.12], [-0.02, 0.06, -0.18], [0.03, 0.09, -0.10], [-0.05, -0.20, 0.07], [0.08, 0.07, -0.03], [0.13, -0.05, 0.03], [0.07, 0.05, 0.14], [-0.05, -0.09, -0.16], [-0.03, 0.16, 0.17], [0.04, -0.04, 0.16], [0.01, 0.12, -0.10], [0.05, -0.01, 0.14], [-0.11, 0.18, 0.01], [0.05, -0.12, -0.02], [-0.02, -0.20, -0.11], [0.00, 0.12, 0.07], [-0.04, -0.08, -0.07], [0.07, -0.03, 0.02], [0.02, 0.23, 0.10], [-0.01, -0.13, 0.00], [-0.02, 0.16, 0.09], [0.02, -0.11, -0.04], [-0.18, 0.06, -0.07], [0.03, 0.19, 0.09], [0.00, -0.12, -0.02], [0.01, 0.03, 0.00], [0.01, 0.04, 0.00], [-0.01, 0.03, 0.02], [0.05, -0.04, -0.01], [-0.01, -0.06, 0.04], [-0.03, -0.06, -0.02], [0.02, -0.06, 0.05], [-0.01, 0.02, 0.00], [0.00, 0.03, 0.00], [-0.02, 0.03, 0.02], [-0.01, -0.01, -0.01], [-0.05, -0.05, -0.03], [0.00, -0.07, 0.03], [-0.02, 0.03, 0.01], [0.00, 0.03, 0.01], [0.01, 0.02, 0.01], [0.00, -0.07, -0.01], [0.00, -0.02, 0.00], [0.03, -0.02, -0.01], [0.06, -0.05, 0.03], [-0.01, -0.05, -0.04], [0.01, 0.05, 0.01], [-0.02, 0.02, 0.00], [-0.01, 0.02, 0.00], [0.04, 0.04, 0.00], [-0.02, 0.03, 0.03], [0.02, -0.05, 0.00], [0.00, -0.02, -0.01], [-0.02, -0.03, -0.01], [0.03, -0.06, -0.06], [-0.04, -0.04, 0.00], [-0.01, 0.03, -0.02], [0.00, 0.03, 0.00], [-0.02, 0.04, -0.01], [0.03, -0.05, 0.02], [-0.01, -0.04, -0.08], [0.00, 0.02, 0.01], [0.00, 0.02, 0.02], [0.00, 0.05, -0.01], [0.02, -0.04, -0.06], [-0.05, -0.06, -0.01], [0.01, 0.04, 0.00], [0.00, 0.04, -0.01], [-0.01, 0.02, 0.00], [0.00, 0.02, -0.04], [0.14, 0.03, -0.12], [-0.05, -0.08, 0.05], [0.05, 0.08, 0.06], [-0.16, 0.12, -0.10], [-0.01, -0.01, 0.01], [-0.03, 0.05, -0.03], [0.06, 0.03, 0.06], [0.03, -0.01, 0.00], [-0.18, -0.10, -0.23], [0.12, 0.08, 0.26], [-0.10, -0.51, -0.52], [0.03, 0.01, 0.00], [-0.01, -0.02, 0.01], [-0.02, 0.02, -0.01], [-0.48, 0.26, 0.21], [0.26, -0.05, -0.16], [-0.01, -0.07, 0.13], [-0.05, 0.10, -0.03], [-0.03, -0.07, 0.05], [0.48, -0.22, -0.18], [0.00, 0.00, 0.00], [-0.04, 0.07, 0.00]], "mulliken_charge": [3.282, -1.208, -1.105, 0.734, 0.537, -1.226, -1.096, 0.451, -0.583, -0.060, 0.502, -1.098, -1.066, 0.843, -0.021, -0.361, 0.157, -0.660, 0.500, -0.121, -0.020, -1.266, -0.364, -0.278, -0.062, -1.050, 0.550, 0.910, -1.133, -1.283, -1.164, -0.966, 0.567, 0.551, -1.105, -1.119, -1.091, -1.114, -0.732, -1.086, -1.135, 0.397, 0.225, 0.264, 0.543, 0.376, 0.403, 0.325, 0.249, 0.386, 0.212, 0.252, 0.366, 0.341, 0.218, 0.384, 0.234, 0.263, 0.373, 0.142, 0.293, 0.493, 0.247, 0.404, 0.310, 0.412, 0.496, 0.182, 0.408, 0.214, 0.328, 0.486, 0.270, 0.399, 0.212, 0.351, 0.317, 0.268, 0.385, 0.223, 0.480, 0.300, 0.232, 0.384, 0.265, -0.339, -0.606, 0.208, -0.850, -0.464, 0.217, 0.009, 0.355, 0.121, 0.570, -0.114, -0.957, -0.226, -0.210, -0.222, 0.331, 0.568, -0.647, -0.555, 0.313, -0.322, 0.207, 0.290], "gap_ev": 5.61, "charge": -2, "e_lumo_ev": 4.22, "e_homo_ev": -1.38, "total_energy_ha": -2413.7893}